[1]
Formula: C4H5N3O
Source: the Open Molecules 2025 dataset
Level of theory: wB97M-V/def2-TZVPD

The calculation puts the relative energy (zero: lowest compared OMol25 entry of this formula, charge and spin) at 4.203 eV. The calculation puts the total energy at -394.81309 Eh. The gap between HOMO and LUMO is 0.359 Ha. The SMILES is [H]/N=C(\N)c1cnoc1. The maximum force is 6.34 eV Å⁻¹. The calculation puts the lowest unoccupied orbital energy at 0.34 eV.

ORCA input file:
```
! RIJCOSX wB97M-V def2-TZVPD def2/J DEFGRID3
* xyz 0 1
C -1.438 -0.062 -0.088
C 0.024 0.109 0.008
C 0.844 -1.048 0.086
C 1.036 1.198 -0.155
H -3.256 0.843 0.127
H -1.971 1.565 0.965
H -2.921 -1.264 -0.058
H 0.755 -2.158 -0.234
H 0.982 2.292 -0.170
N -2.163 1.065 0.007
N -1.977 -1.231 -0.069
N 2.098 -0.810 0.127
O 2.240 0.547 -0.025
*
```

=====

[2]
Formula: C4H5N3O
Source: the Open Molecules 2025 dataset
Level of theory: wB97M-V/def2-TZVPD

The calculation puts the relative energy (zero: lowest compared OMol25 entry of this formula, charge and spin) at 5.120 eV. The calculation puts the total energy at -394.77940 Eh. The gap between HOMO and LUMO is 0.304 Ha. The SMILES is O=CC1=NN=CNC1. The maximum force is 7.16 eV Å⁻¹. The calculation puts the lowest unoccupied orbital energy at -0.81 eV.

ORCA input file:
```
! RIJCOSX wB97M-V def2-TZVPD def2/J DEFGRID3
* xyz 0 1
C -1.964 -0.575 0.051
C -0.502 -0.366 0.218
C 2.090 0.080 -0.137
C -0.127 1.070 0.338
H -2.487 -1.738 0.310
H 3.096 0.225 -0.520
H 1.863 2.098 -0.583
H -0.035 1.488 1.277
H -0.827 1.787 -0.161
N 0.307 -1.373 -0.070
N 1.736 -1.145 0.032
N 1.263 1.270 -0.052
O -2.717 0.453 -0.314
*
```

=====

[3]
Formula: C4H5N3O
Source: the Open Molecules 2025 dataset
Level of theory: wB97M-V/def2-TZVPD

The calculation puts the relative energy (zero: lowest compared OMol25 entry of this formula, charge and spin) at 5.963 eV. The calculation puts the total energy at -394.74843 Eh. The gap between HOMO and LUMO is 0.329 Ha. The maximum force is 6.71 eV Å⁻¹. The calculation puts the lowest unoccupied orbital energy at 0.16 eV.

ORCA input file:
```
! RIJCOSX wB97M-V def2-TZVPD def2/J DEFGRID3
* xyz 0 1
C 0.241 1.385 -0.859
C 0.821 1.083 1.163
C 0.531 -0.174 1.357
C -0.166 -0.734 0.337
H -1.787 -1.164 -1.538
H 0.356 1.796 -1.846
H 1.120 1.408 2.192
H 0.716 -0.625 2.247
H -0.869 -2.429 -0.760
N -0.253 0.032 -0.803
N 0.743 1.931 0.155
N -0.736 -1.885 0.260
O -0.716 -0.625 -1.905
*
```

=====

[4]
Formula: C4H5N3O2
Source: the Open Molecules 2025 dataset
Level of theory: wB97M-V/def2-TZVPD

The calculation puts the relative energy (zero: lowest compared OMol25 entry of this formula, charge and spin) at 6.454 eV. The calculation puts the total energy at -470.00255 Eh. The gap between HOMO and LUMO is 0.299 Ha. The maximum force is 4.67 eV Å⁻¹. The calculation puts the lowest unoccupied orbital energy at -0.59 eV.

ORCA input file:
```
! RIJCOSX wB97M-V def2-TZVPD def2/J DEFGRID3
* xyz 0 1
C 0.257 -1.563 0.050
C -1.071 -1.344 0.072
C 1.256 -0.588 -0.169
C -1.801 -0.038 -0.010
N 2.459 -0.561 -0.095
N -1.018 1.046 0.107
N 0.282 1.006 -0.471
O -3.027 -0.016 0.079
O 1.133 1.899 0.278
H 0.731 -2.525 0.448
H -1.918 -2.200 0.065
H 3.024 0.375 -0.125
H -1.574 1.898 0.065
H 1.266 2.611 -0.293
*
```

=====

[5]
Formula: C4H5N3OS2
Source: the Open Molecules 2025 dataset
Level of theory: wB97M-V/def2-TZVPD

The calculation puts the relative energy (zero: lowest compared OMol25 entry of this formula, charge and spin) at 3.553 eV. The calculation puts the total energy at -1191.19466 Eh. The gap between HOMO and LUMO is 0.348 Ha. The SMILES is c1nnc([C@@H]2NOCS2)s1. The maximum force is 4.37 eV Å⁻¹. The calculation puts the lowest unoccupied orbital energy at 0.29 eV.

ORCA input file:
```
! RIJCOSX wB97M-V def2-TZVPD def2/J DEFGRID3
* xyz 0 1
C 3.213 -0.213 -0.412
C 0.981 0.101 0.268
C -2.500 0.218 -0.602
C -0.349 0.523 0.734
N 2.443 -1.182 -0.738
N 1.189 -1.006 -0.359
N -1.188 -0.583 1.066
O -2.508 -0.294 0.690
S 2.421 1.075 0.444
S -1.202 1.517 -0.590
H 4.259 -0.181 -0.644
H -2.223 -0.536 -1.351
H -3.470 0.659 -0.815
H -0.195 1.308 1.772
H -0.871 -1.406 0.539
*
```

=====

[6]
Formula: C4H5N3S
Source: the Open Molecules 2025 dataset
Level of theory: wB97M-V/def2-TZVPD

The calculation puts the relative energy (zero: lowest compared OMol25 entry of this formula, charge and spin) at 2.064 eV. The calculation puts the total energy at -717.81779 Eh. The gap between HOMO and LUMO is 0.313 Ha. The SMILES is [H]/N=C/N1N=CSC1=C. The maximum force is 2.48 eV Å⁻¹. The calculation puts the lowest unoccupied orbital energy at 0.73 eV.

ORCA input file:
```
! RIJCOSX wB97M-V def2-TZVPD def2/J DEFGRID3
* xyz 0 1
C 0.041 1.952 -0.003
C 0.590 0.739 -0.010
C 2.051 -1.244 -0.029
C -1.374 -0.764 0.013
H -1.021 2.036 -0.028
H 0.623 2.878 0.060
H 2.861 -1.949 0.027
H -1.468 -1.846 0.014
H -3.202 -0.278 -0.032
N 0.803 -1.620 0.010
N 0.010 -0.491 -0.009
N -2.270 0.103 -0.012
S 2.356 0.484 -0.002
*
```

=====

[7]
Formula: C4H5N3S
Source: the Open Molecules 2025 dataset
Level of theory: wB97M-V/def2-TZVPD

The calculation puts the relative energy (zero: lowest compared OMol25 entry of this formula, charge and spin) at 3.710 eV. The calculation puts the total energy at -717.75729 Eh. The gap between HOMO and LUMO (spin up / spin down) is 0.293 / 0.293 Ha. The maximum force is 6.72 eV Å⁻¹. The calculation puts the lowest unoccupied orbital energy (spin up / spin down) at 0.00 / 0.00 eV.

ORCA input file:
```
! RIJCOSX wB97M-V def2-TZVPD def2/J DEFGRID3
* xyz 0 1
C -0.587 -0.113 -1.813
C -1.400 -1.426 1.177
C 1.803 1.061 0.695
C 0.408 -0.116 -0.817
N -1.530 -0.096 -2.483
N -2.322 -1.108 0.523
N 0.842 0.998 -0.155
S -0.360 -1.917 2.164
H 2.532 0.397 0.891
H 2.064 2.133 1.160
H 0.852 -0.978 -0.483
H -2.586 -0.667 -0.434
H 0.285 1.832 -0.425
*
```

=====

[8]
Formula: C4H5N4O3S
Source: the Open Molecules 2025 dataset
Level of theory: wB97M-V/def2-TZVPD

The calculation puts the relative energy (zero: lowest compared OMol25 entry of this formula, charge and spin) at 0.372 eV. The calculation puts the total energy at -998.37515 Eh. The gap between HOMO and LUMO is 0.296 Ha. The maximum force is 3.62 eV Å⁻¹. The calculation puts the lowest unoccupied orbital energy at 3.67 eV.

ORCA input file:
```
! RIJCOSX wB97M-V def2-TZVPD def2/J DEFGRID3
* xyz -1 1
C -1.996 -0.805 -0.139
C -1.614 0.515 -0.368
C -0.922 -1.418 0.468
C 2.362 -0.167 0.800
N -0.313 0.694 -0.017
N 0.105 -0.539 0.431
N 2.270 1.043 0.065
N 1.312 -0.902 0.916
O 3.439 -2.625 -0.059
O 3.468 -0.501 1.296
O 3.963 -2.994 2.308
S 4.254 -2.228 1.091
H -3.018 -1.299 -0.358
H -2.044 1.390 -0.729
H -0.609 -2.303 0.924
H 1.445 1.578 0.221
H 3.128 1.395 -0.235
*
```

=====

[9]
Formula: C4H5NO
Source: the Open Molecules 2025 dataset
Level of theory: wB97M-V/def2-TZVPD

The calculation puts the relative energy (zero: lowest compared OMol25 entry of this formula, charge and spin) at 5.694 eV. The calculation puts the total energy at -285.20535 Eh. The gap between HOMO and LUMO (spin up / spin down) is 0.317 / 0.316 Ha. The SMILES is [H]/N=C1\[C@H]2C[C@@]12O. The maximum force is 1.11 eV Å⁻¹. The calculation puts the lowest unoccupied orbital energy (spin up / spin down) at 0.31 / 0.31 eV.

ORCA input file:
```
! RIJCOSX wB97M-V def2-TZVPD def2/J DEFGRID3
* xyz 0 1
O 0.488 0.358 1.756
C 0.154 -0.347 0.655
C -0.649 0.398 -0.573
C -1.258 -0.647 0.358
C 0.904 -0.223 -0.489
N 1.894 0.220 -1.114
H 1.154 1.019 1.512
H 1.426 1.001 -1.589
H -0.654 0.087 -1.628
H -1.902 -0.244 1.139
H -1.557 -1.622 -0.027
*
```

=====

[10]
Formula: C4H5NO
Source: the Open Molecules 2025 dataset
Level of theory: wB97M-V/def2-TZVPD

The calculation puts the relative energy (zero: lowest compared OMol25 entry of this formula, charge and spin) at 3.092 eV. The calculation puts the total energy at -285.30094 Eh. The gap between HOMO and LUMO is 0.336 Ha. The maximum force is 0.61 eV Å⁻¹. The calculation puts the lowest unoccupied orbital energy at 0.83 eV.

ORCA input file:
```
! RIJCOSX wB97M-V def2-TZVPD def2/J DEFGRID3
* xyz 0 1
C 0.509 -0.647 -0.488
C 1.360 0.611 -0.415
O 1.183 1.514 0.364
C -2.297 0.639 0.356
N -1.417 -0.131 0.754
C -0.379 -0.859 0.699
H -0.131 -0.520 -1.377
H 1.151 -1.511 -0.679
H 2.166 0.663 -1.177
H -2.132 1.658 0.730
H -0.129 -1.538 1.507
*
```

=====

[11]
Formula: C4H5NO
Source: the Open Molecules 2025 dataset
Level of theory: wB97M-V/def2-TZVPD

The calculation puts the relative energy (zero: lowest compared OMol25 entry of this formula, charge and spin) at 3.483 eV. The calculation puts the total energy at -285.28660 Eh. The gap between HOMO and LUMO is 0.396 Ha. The SMILES is N#C/C=C1\CO1.[H][H]. The maximum force is 1.17 eV Å⁻¹. The calculation puts the lowest unoccupied orbital energy at 0.88 eV.

ORCA input file:
```
! RIJCOSX wB97M-V def2-TZVPD def2/J DEFGRID3
* xyz 0 1
N 3.049 0.988 -0.367
C 2.129 0.292 -0.484
C 0.976 -0.521 -0.721
C -0.207 -0.033 -0.386
C -1.071 0.980 0.135
O -1.509 -0.218 -0.614
H -0.628 -1.549 1.608
H 1.067 -1.428 -1.304
H -1.310 -1.417 1.376
H -1.408 0.991 1.172
H -1.087 1.916 -0.416
*
```

=====

[12]
Formula: C4H5NO
Source: the Open Molecules 2025 dataset
Level of theory: wB97M-V/def2-TZVPD

The calculation puts the relative energy (zero: lowest compared OMol25 entry of this formula, charge and spin) at 1.432 eV. The calculation puts the total energy at -285.36196 Eh. The gap between HOMO and LUMO is 0.351 Ha. The SMILES is [H]/N=C1\CCC1=O. The maximum force is 0.54 eV Å⁻¹. The calculation puts the lowest unoccupied orbital energy at -0.25 eV.

ORCA input file:
```
! RIJCOSX wB97M-V def2-TZVPD def2/J DEFGRID3
* xyz 0 1
C -0.839 -0.249 -0.226
C -0.060 0.963 -0.783
C 1.087 0.673 0.205
O 2.099 1.235 0.502
C 0.358 -0.601 0.655
N 0.639 -1.584 1.388
H -0.182 -2.194 1.318
H -1.109 -1.024 -0.950
H -1.726 0.005 0.364
H -0.529 1.940 -0.654
H 0.261 0.836 -1.820
*
```